No. 1
DFT (ωB97M-V with the def2-TZVPD basis set) results for 2 unconnected molecules or ions with the total composition C5H6BrF.

Element x y z (Å)
C1 2.252 1.774 0.782
C2 1.698 0.622 0.338
C3 0.322 0.421 0.325
C4 -0.728 -1.434 -0.479
C5 -2.187 -1.321 -0.609
F1 -0.115 -1.679 -1.636
Br1 -0.794 1.144 1.612
H1 3.269 2.034 0.547
H2 1.667 2.507 1.317
H3 2.287 -0.082 -0.235
H4 -2.485 -0.687 -1.449
H5 -2.637 -0.967 0.312
H6 -2.549 -2.332 -0.825

The value obtained for the molar mass is 165.01 g/mol. The LUMO energy (alpha / beta) comes out at -0.7 / -0.5 eV. The calculation puts the HOMO-LUMO gap (alpha / beta) at 6.96 / 7.72 eV. The calculation puts the energy above the lowest of the compared OMol25 structures with the same formula, charge and spin at 103.3 kcal/mol.

Mulliken population analysis, charges in e, atoms 1 to 4:
1. C -0.8138
2. C 0.1592
3. C -0.1209
4. C 0.2257



No. 2
DFT (ωB97M-V with the def2-TZVPD basis set) results for a molecular structure, C5H6Cl2CoN2O4Sm.

Element x y z (Å)
Co1 -0.493 -0.386 -4.284
Sm1 0.764 0.369 -1.026
Cl1 -1.364 -1.673 -2.683
Cl2 -0.446 2.598 -0.610
C1 2.190 2.234 -0.086
C2 0.749 -1.407 -4.931
C3 0.472 1.076 -4.413
O1 2.532 3.287 0.214
O2 1.519 -2.241 -5.141
O3 1.311 1.888 -4.543
C4 -0.210 -2.081 2.997
N1 -0.759 -0.729 2.964
C5 -0.603 0.133 1.963
N2 -1.235 1.311 1.988
O4 0.164 -0.168 0.937
H1 0.363 -2.234 2.070
H2 -1.034 -2.815 3.070
H3 0.442 -2.181 3.881
H4 -1.367 -0.427 3.724
H5 -1.171 1.896 1.132
H6 -1.823 1.548 2.779

The value obtained for the molar mass is 438.31 g/mol. The charge is +4. The LUMO energy (alpha / beta) comes out at -17.2 / -18.8 eV. The calculation puts the HOMO-LUMO gap (alpha / beta) at 7.73 / 6.17 eV. The calculation puts the energy above the lowest of the compared OMol25 structures with the same formula, charge and spin at 1.2 kcal/mol. The multiplicity is 10.

Mulliken population analysis, charges in e, atoms 1 to 4:
1. Co 0.5139
2. Sm 1.6115
3. Cl -0.2294
4. Cl -0.4217



No. 3
DFT (ωB97M-V with the def2-TZVPD basis set) results for a single C5H6ClF3N2O molecule.

Element x y z (Å)
C1 -0.062 1.710 -1.044
C2 0.826 1.247 -0.148
C3 0.506 -0.106 0.360
C4 -1.851 -0.728 0.468
C5 1.536 -1.307 -0.130
N1 -1.101 0.885 -1.051
N2 -0.749 -0.351 -0.392
O1 0.506 -0.235 1.781
F1 2.738 -1.196 0.505
F2 1.140 -2.579 0.077
F3 1.785 -1.274 -1.437
Cl1 2.286 2.004 0.283
H1 -0.086 2.583 -1.564
H2 -2.536 -1.104 -0.223
H3 -1.402 -1.319 1.365
H4 -2.168 0.162 1.023
H5 -1.590 0.958 -1.911
H6 0.222 0.652 2.036

Its SMILES is CN1NC=C(Cl)[C@]1(O)C(F)(F)F. The value obtained for the molar mass is 202.56 g/mol. The LUMO energy comes out at 0.5 eV. The calculation puts the HOMO-LUMO gap at 8.84 eV. The calculation puts the energy above the lowest of the compared OMol25 structures with the same formula, charge and spin at 6.7 kcal/mol.

Mulliken population analysis, charges in e, atoms 1 to 4:
1. C -0.2923
2. C -0.3190
3. C 0.5919
4. C -0.9644



No. 4
DFT (ωB97M-V with the def2-TZVPD basis set) results for a single C5H6ClFN2 molecule.

Element x y z (Å)
C1 3.328 1.072 -0.052
C2 0.000 -0.742 -0.381
C3 2.163 1.082 -0.353
C4 -1.404 -1.544 -0.427
C5 -1.271 1.039 0.606
N1 0.880 1.555 -0.142
N2 0.043 0.577 0.008
F1 4.275 0.075 0.065
Cl1 1.473 -1.514 -0.168
H1 -2.035 -0.962 -1.091
H2 -1.283 -2.577 -0.914
H3 -1.651 -1.507 0.618
H4 -1.427 0.567 1.522
H5 -1.001 2.116 0.700
H6 -2.090 0.763 0.010

The value obtained for the molar mass is 148.57 g/mol. The LUMO energy (alpha / beta) comes out at 0.1 / 0.1 eV. The calculation puts the HOMO-LUMO gap (alpha / beta) at 7.61 / 7.53 eV. The calculation puts the energy above the lowest of the compared OMol25 structures with the same formula, charge and spin at 141.0 kcal/mol.

Mulliken population analysis, charges in e, atoms 1 to 4:
1. C -0.0930
2. C 0.5882
3. C 0.0877
4. C -1.1199



Number 1: strongest force on any atom 3.8 eV/A. Number 2: strongest force on any atom 11.5 eV/A. Number 3: strongest force on any atom 4.0 eV/A. Number 4: strongest force on any atom 5.3 eV/A.